# 1
52
Properties=species:S:1:pos:R:3 method="wB97M-V/def2-TZVPD" molar_mass_g_mol=525.679 homo_energy_ev=-13.16 multiplicity=1 charge=+2 lumo_energy_ev=-7.4 de_lowest_kcal_mol=0.0
Zr -0.020 -0.184 0.080
O 4.394 0.515 -0.617
C 4.703 0.670 0.694
C 6.028 1.014 0.941
C 6.465 1.204 2.232
C 5.595 1.057 3.318
C 4.290 0.716 3.080
C 3.812 0.513 1.769
C 2.418 0.139 1.604
O 1.932 0.013 0.315
N 1.631 -0.069 2.606
N 0.331 -0.409 2.164
C -0.462 -1.002 3.000
C -1.774 -1.499 2.641
C -2.672 -1.760 3.687
C -3.948 -2.210 3.427
C -4.333 -2.433 2.107
C -3.455 -2.221 1.053
C -2.187 -1.766 1.325
O -1.285 -1.597 0.288
H 3.467 0.276 -0.700
H 6.693 1.123 0.094
H 7.500 1.471 2.404
H 5.946 1.208 4.329
H 3.602 0.593 3.906
H -0.097 -1.145 4.015
H -2.349 -1.586 4.707
H -4.635 -2.399 4.239
H -5.328 -2.801 1.894
H -3.736 -2.440 0.031
C 0.385 -0.355 -4.467
C 0.563 -0.614 -3.112
N 0.004 0.126 -2.159
C -0.778 1.194 -2.520
C -1.002 1.518 -3.851
C -0.397 0.707 -4.833
C -1.818 2.653 -4.191
C -2.370 3.411 -3.228
C -2.154 3.098 -1.841
C -2.710 3.874 -0.804
C -2.483 3.553 0.509
C -1.696 2.446 0.793
N -1.154 1.692 -0.164
C -1.372 2.008 -1.487
H 0.864 -0.988 -5.200
H 1.180 -1.443 -2.792
H -0.555 0.938 -5.880
H -1.974 2.887 -5.237
H -2.980 4.270 -3.478
H -3.321 4.733 -1.057
H -2.896 4.136 1.319
H -1.491 2.157 1.815



# 2
184
Properties=species:S:1:pos:R:3 method="wB97M-V/def2-TZVPD" molar_mass_g_mol=981.544 homo_energy_ev="-9.55 / -9.55" multiplicity=2 charge=+1 s_squared=0.75 lumo_energy_ev="-2.1 / -6.6"
C 0.088 -1.900 -1.311
C 0.271 -0.381 -1.030
C 1.024 0.033 0.262
O 0.551 -0.624 1.431
C 1.134 -0.192 2.659
N 0.881 0.181 -2.270
H -0.849 -2.141 -1.814
H 0.051 -2.387 -0.337
H 0.920 -2.305 -1.887
H -0.721 0.012 -0.803
H 0.906 1.106 0.409
H 2.094 -0.134 0.139
H 0.637 -0.658 3.510
H 0.990 0.871 2.853
H 2.201 -0.405 2.592
H 1.880 0.034 -2.236
H 0.536 -0.211 -3.135
C -2.096 1.302 -5.531
C -2.485 1.658 -4.118
C -4.050 1.787 -3.978
O -4.478 2.952 -4.724
C -5.781 3.258 -4.274
N -1.960 0.663 -3.149
H -2.490 0.295 -5.671
H -1.008 1.309 -5.595
H -2.633 1.994 -6.180
H -2.028 2.584 -3.769
H -4.269 1.864 -2.913
H -4.540 0.863 -4.285
H -6.254 3.954 -4.966
H -5.802 3.711 -3.283
H -6.433 2.388 -4.189
H -2.216 1.066 -2.259
H -0.950 0.634 -3.150
C 6.659 -1.457 1.603
C 6.006 -2.668 0.894
C 4.454 -2.473 1.264
C 3.445 -3.254 0.398
C 3.779 -3.022 -1.116
C 5.268 -3.300 -1.540
N 6.187 -2.575 -0.592
O 7.567 -2.561 -0.891
C 5.517 -4.821 -1.540
C 5.521 -2.709 -2.940
C 6.552 -3.978 1.459
H 7.619 -1.199 1.157
H 6.742 -1.777 2.642
H 5.989 -0.599 1.550
H 4.391 -3.022 2.203
H 4.105 -1.469 1.503
H 2.476 -2.835 0.671
H 3.434 -4.314 0.652
H 3.624 -1.960 -1.303
H 3.092 -3.581 -1.751
H 4.909 -5.267 -0.752
H 5.243 -5.205 -2.523
H 6.576 -4.830 -1.283
H 5.230 -1.659 -2.934
H 6.560 -2.846 -3.242
H 4.942 -3.224 -3.706
H 7.587 -4.146 1.162
H 6.074 -4.903 1.138
H 6.508 -4.127 2.538
H 7.754 -1.668 -1.191
C 3.658 4.442 1.231
C 2.449 5.328 1.718
C 1.275 4.304 2.036
C 1.438 3.660 3.421
C 1.695 4.659 4.514
C 2.976 5.543 4.270
N 2.788 6.133 2.930
O 3.714 7.162 2.592
C 2.963 6.649 5.367
C 4.259 4.750 4.483
C 1.873 6.085 0.525
H 4.539 5.084 1.260
H 3.424 4.062 0.236
H 3.905 3.658 1.947
H 0.265 4.715 2.046
H 1.227 3.564 1.237
H 2.210 2.897 3.514
H 0.524 3.085 3.569
H 1.819 4.077 5.427
H 0.824 5.296 4.666
H 3.063 6.236 6.370
H 3.625 7.482 5.129
H 2.025 7.202 5.355
H 4.921 4.759 3.618
H 4.828 4.993 5.381
H 3.975 3.736 4.764
H 2.573 6.830 0.145
H 0.899 6.501 0.783
H 1.700 5.427 -0.327
H 3.185 7.938 2.791
C -5.522 1.605 2.382
C -4.321 2.495 2.270
C -3.308 1.611 1.417
C -2.115 2.382 0.904
C -2.612 3.652 0.144
C -3.512 4.582 0.959
N -4.604 3.770 1.641
O -5.425 4.612 2.448
C -2.676 5.406 1.971
C -4.224 5.429 -0.068
C -3.789 2.559 3.711
H -5.955 1.421 1.399
H -6.331 1.919 3.043
H -5.188 0.642 2.768
H -2.951 0.703 1.904
H -3.813 1.226 0.531
H -1.561 1.713 0.246
H -1.449 2.696 1.707
H -3.143 3.277 -0.730
H -1.694 4.174 -0.126
H -3.317 5.928 2.682
H -1.953 4.788 2.502
H -2.110 6.190 1.467
H -3.596 5.921 -0.810
H -4.874 4.784 -0.658
H -4.770 6.279 0.340
H -3.469 1.595 4.108
H -4.507 2.962 4.425
H -2.877 3.154 3.682
H -6.251 4.626 1.958
C -4.677 -5.195 -3.590
C -5.298 -4.872 -2.252
C -5.088 -6.086 -1.317
C -5.472 -5.732 0.160
C -4.576 -4.652 0.718
C -4.684 -3.348 -0.166
N -4.656 -3.619 -1.648
O -4.728 -2.483 -2.457
C -5.953 -2.585 0.272
C -3.441 -2.519 0.236
C -6.827 -4.680 -2.472
H -5.110 -6.121 -3.969
H -3.600 -5.364 -3.587
H -4.807 -4.436 -4.362
H -5.692 -6.922 -1.669
H -4.137 -6.604 -1.438
H -5.377 -6.606 0.804
H -6.514 -5.427 0.260
H -3.524 -4.925 0.798
H -4.987 -4.385 1.692
H -6.226 -1.873 -0.507
H -6.830 -3.190 0.501
H -5.821 -1.997 1.181
H -3.628 -1.449 0.142
H -3.268 -2.607 1.308
H -2.532 -2.763 -0.315
H -6.983 -3.918 -3.235
H -7.213 -4.162 -1.594
H -7.366 -5.618 -2.602
H -3.823 -2.292 -2.714
C -1.154 -3.467 -4.468
C 0.065 -2.587 -4.825
O -0.039 -1.411 -4.902
C 1.406 -3.265 -5.026
H -1.743 -2.987 -3.686
H -0.874 -4.470 -4.147
H -1.762 -3.631 -5.357
H 2.134 -2.668 -5.577
H 1.271 -4.233 -5.507
H 1.884 -3.545 -4.088
C 1.656 -3.360 4.102
C 2.159 -4.795 3.918
O 3.312 -5.035 3.561
C 1.122 -5.853 4.130
H 0.653 -3.304 3.680
H 2.305 -2.652 3.587
H 1.854 -3.097 5.141
H 0.875 -5.825 5.192
H 1.445 -6.861 3.873
H 0.207 -5.666 3.567
C 4.727 1.686 -0.943
C 4.793 1.209 -2.340
O 3.840 0.595 -2.816
C 6.016 1.505 -3.144
H 5.412 1.212 -0.240
H 3.741 1.491 -0.522
H 4.987 2.744 -0.985
H 6.181 2.535 -3.460
H 5.861 0.939 -4.063
H 6.874 1.137 -2.582



# 3
9
Properties=species:S:1:pos:R:3 method="wB97M-V/def2-TZVPD" molar_mass_g_mol=85.062 homo_energy_ev=-9.14 multiplicity=1 lumo_energy_ev=0.3 de_lowest_kcal_mol=56.6 smiles="N=C=C(O)C=O"
O -0.277 1.560 -0.693
C -0.020 0.295 -0.269
C -1.155 -0.584 -0.001
O -2.285 -0.193 -0.224
C 1.201 -0.156 -0.043
N 2.294 -0.593 0.296
H -1.246 1.588 -0.777
H 2.425 -0.340 1.279
H -0.937 -1.577 0.432



# 4
26
Properties=species:S:1:pos:R:3 method="wB97M-V/def2-TZVPD" molar_mass_g_mol=212.909 homo_energy_ev=-7.85 multiplicity=1 charge=-1 lumo_energy_ev=2.8 de_lowest_kcal_mol=39.3
B 0.207 0.270 0.162
F 0.237 0.429 -1.198
F 1.465 0.659 0.556
F -0.628 1.255 0.718
F -0.143 -0.999 0.497
O -4.765 -0.429 2.665
H -3.954 0.038 2.463
H -5.323 0.228 3.080
O 4.054 -2.772 -1.343
H 4.041 -2.365 -2.209
H 3.488 -2.216 -0.808
O -0.798 -4.088 4.430
H -1.110 -4.901 4.033
H -0.784 -3.459 3.709
O -1.649 2.953 -6.472
H -2.240 2.689 -5.767
H -0.940 3.419 -6.029
O -1.799 -3.047 -4.704
H -1.431 -3.720 -4.132
H -1.584 -2.221 -4.272
O 3.365 5.586 -0.884
H 2.516 5.253 -0.593
H 3.985 4.893 -0.657
O 1.048 0.951 5.894
H 1.406 1.523 5.215
H 1.336 0.073 5.644



# 5
21
Properties=species:S:1:pos:R:3 method="wB97M-V/def2-TZVPD" molar_mass_g_mol=104.173 homo_energy_ev=-13.40 multiplicity=1 charge=+1 lumo_energy_ev=-3.2 de_lowest_kcal_mol=57.6
C 0.671 0.683 0.740
C 1.829 -0.335 0.203
C 1.179 -1.190 -0.995
C -0.682 -2.255 0.577
C -0.131 -1.896 -0.686
N -0.415 0.890 -0.323
H 0.263 0.419 1.692
H 0.965 1.705 0.732
H 2.079 -1.149 0.977
H 2.722 0.328 -0.089
H 1.097 -0.564 -1.823
H 1.799 -1.964 -1.385
H -0.322 -1.941 1.534
H -1.464 -2.897 0.557
H -0.691 -2.388 -1.518
H 0.010 1.108 -1.284
H -1.015 1.684 -0.213
H -1.017 0.089 -0.425
H -2.652 3.188 1.324
H -2.308 3.427 -0.200
O -1.918 3.060 0.602



# 6
11
Properties=species:S:1:pos:R:3 method="wB97M-V/def2-TZVPD" molar_mass_g_mol=74.079 homo_energy_ev=-10.30 multiplicity=1 lumo_energy_ev=1.1 de_lowest_kcal_mol=49.2 smiles=OC[C@H]1CO1
C -1.026 -0.415 -0.146
C 0.249 0.045 0.508
C 1.541 -0.123 -0.095
H -1.643 1.367 -0.411
H -0.889 -0.719 -1.209
H -1.421 -1.327 0.376
H 0.181 0.206 1.577
H 2.448 -0.080 0.509
H 1.714 -0.658 -1.003
O -2.000 0.572 0.051
O 0.846 1.132 -0.156



# 7
115
Properties=species:S:1:pos:R:3 method="wB97M-V/def2-TZVPD" molar_mass_g_mol=1041.728 homo_energy_ev="-9.85 / -9.98" multiplicity=5 charge=+1 s_squared=6.12 lumo_energy_ev="-3.8 / -2.9" de_lowest_kcal_mol=14.2
Mn 0.070 -0.217 0.766
Br 3.436 7.306 1.458
C 1.599 7.096 1.074
C 1.087 7.601 -0.109
C -0.264 7.439 -0.384
C -1.080 6.737 0.490
C -0.561 6.272 1.697
C 0.780 6.456 1.993
N -2.479 6.652 0.135
N -3.154 5.627 0.323
C -2.566 4.360 0.671
C -3.160 3.677 1.696
C -2.672 2.438 2.158
C -1.591 1.866 1.550
O -1.066 0.691 1.906
C -0.993 2.523 0.447
N 0.056 1.858 -0.136
C 0.573 2.370 -1.229
C 0.082 3.534 -1.837
C -0.951 4.210 -1.255
C -1.496 3.742 -0.039
H 1.730 8.129 -0.799
H -0.694 7.843 -1.293
H -1.207 5.784 2.414
H 1.187 6.105 2.931
H -4.012 4.142 2.180
H -3.140 1.926 2.991
H 1.385 1.828 -1.685
H 0.521 3.876 -2.765
H -1.368 5.083 -1.739
C 3.400 0.136 -2.193
C 3.455 -0.737 -0.940
C 4.113 0.005 0.232
P 1.828 -1.417 -0.406
C 1.176 -2.432 -1.801
C 0.060 -3.334 -1.257
C 2.234 -3.253 -2.538
C 2.318 -2.563 0.879
C 3.379 -3.469 0.779
C 3.707 -4.315 1.822
C 4.846 -5.300 1.719
C 2.952 -4.199 2.992
C 1.916 -3.296 3.116
C 1.568 -2.460 2.046
N 0.541 -1.515 2.140
C -0.265 -1.555 3.321
C -1.178 -2.597 3.520
C -1.314 -3.731 2.537
C -1.954 -2.600 4.674
C -1.852 -1.599 5.631
C -2.759 -1.580 6.833
C -0.898 -0.606 5.436
C -0.091 -0.574 4.307
C 1.000 0.459 4.204
H 4.391 0.190 -2.648
H 3.122 1.155 -1.932
H 2.708 -0.243 -2.949
H 4.035 -1.631 -1.172
H 3.446 0.773 0.635
H 5.022 0.503 -0.107
H 4.376 -0.672 1.044
H 0.749 -1.717 -2.506
H 0.494 -4.182 -0.723
H -0.550 -3.719 -2.076
H -0.602 -2.816 -0.561
H 2.687 -3.998 -1.884
H 3.021 -2.636 -2.975
H 1.746 -3.790 -3.353
H 3.979 -3.508 -0.124
H 5.193 -5.393 0.691
H 4.542 -6.290 2.064
H 5.696 -4.990 2.331
H 3.195 -4.832 3.840
H 1.375 -3.218 4.051
H -1.138 -3.402 1.513
H -2.306 -4.179 2.597
H -0.586 -4.517 2.753
H -2.665 -3.409 4.825
H -2.980 -2.589 7.180
H -3.710 -1.103 6.586
H -2.315 -1.021 7.657
H -0.764 0.157 6.197
H 0.823 1.280 4.899
H 1.087 0.873 3.204
H 1.966 0.010 4.453
C -3.646 -0.949 1.460
O -2.629 -1.037 0.452
C -3.028 -1.347 -0.805
C -4.188 -2.017 -1.136
C -4.468 -2.252 -2.482
Br -6.050 -3.177 -2.935
C -3.631 -1.812 -3.477
C -2.461 -1.118 -3.142
C -2.160 -0.903 -1.801
O -1.049 -0.232 -1.387
C -1.570 -0.575 -4.168
N -0.510 0.155 -3.892
C 0.045 0.509 -5.120
C 1.161 1.289 -5.421
C 1.479 1.465 -6.754
C 0.707 0.885 -7.773
C -0.405 0.119 -7.490
C -0.717 -0.052 -6.145
N -1.738 -0.736 -5.505
H -4.028 -1.936 1.716
H -4.458 -0.312 1.107
H -3.169 -0.506 2.326
H -4.878 -2.360 -0.380
H -3.901 -1.987 -4.510
H -0.577 0.095 -2.221
H 1.752 1.744 -4.637
H 2.340 2.064 -7.022
H 0.989 1.048 -8.805
H -1.003 -0.322 -8.277
H -2.477 -1.250 -5.952



# 8
16
Properties=species:S:1:pos:R:3 method="wB97M-V/def2-TZVPD" molar_mass_g_mol=103.125 homo_energy_ev=-7.90 multiplicity=1 lumo_energy_ev=0.6 de_lowest_kcal_mol=82.2
C 0.353 0.451 -0.945
C 0.947 0.235 1.406
N 0.496 -0.371 0.159
C -1.042 -0.696 0.166
N -1.201 -1.858 -0.675
N 0.862 1.694 -0.996
O -1.678 -0.480 1.208
H -2.133 -2.231 -0.535
H -0.508 -2.550 -0.407
H 0.749 2.233 -1.839
H 0.980 2.221 -0.144
H 0.232 -0.052 -1.899
H -1.256 0.302 -0.727
H 2.000 0.508 1.319
H 0.846 -0.509 2.192
H 0.352 1.103 1.717